{
  "formula": "C4H6N",
  "method": "ωB97M-V/def2-TZVPD",
  "e_tot_ev": -5721.64740,
  "max_force_ev_per_a": 5.58,
  "charge": 1,
  "gap_ev": 9.6,
  "elements": ["C", "C", "C", "C", "N", "H", "H", "H", "H", "H", "H"],
  "coordinates": [[0.508, -1.150, -0.685], [-0.730, -0.705, -0.214], [1.173, -0.081, 0.021], [-1.445, 0.533, -0.221], [-0.136, 0.548, 0.516], [0.828, -2.052, -0.953], [2.069, -0.291, 1.227], [1.648, 0.629, -0.628], [-1.597, 1.259, -1.050], [-2.233, 0.627, 0.459], [-0.084, 0.684, 1.528]],
  "forces_ev_per_a": [[-3.52, 2.70, 3.39], [1.58, -0.96, -1.10], [2.62, 0.75, 3.32], [0.51, 0.98, -1.32], [1.06, 0.44, 0.80], [1.18, -3.28, -2.12], [-2.91, 0.52, -3.84], [0.77, 0.28, -0.27], [0.56, -1.02, 0.13], [-0.99, -0.01, 1.26], [-0.84, -0.40, -0.25]],
  "nbo_charge": [-0.108, 0.210, -0.193, -0.205, -0.468, 0.256, 0.271, 0.256, 0.271, 0.263, 0.446]
}